No. 1
A cluster of 3 separate species, C27H60IN4O4Si in total at a distorted geometry, computed with wB97M-V/def2-TZVPD.

## Properties
orbital gap	7.8	eV
E_LUMO	-0.120	Ha
HOMO level	-11.037	eV
largest force on an atom	0.02209	Eh/bohr
molar mass	659.79	g mol⁻¹

ORCA input file:
```
! RIJCOSX wB97M-V def2-TZVPD def2/J DEFGRID3
* xyz 1 1
C -2.70811 -5.30264 2.99587
O -1.72999 -5.89181 2.16658
C -0.40359 -5.75559 2.63397
C 0.58735 -5.87962 1.48454
C 0.05767 -5.32296 0.15813
C 1.14800 -4.85575 -0.81083
C 2.18025 -3.84997 -0.27110
C 2.43605 -2.67314 -1.23477
C 1.18691 -1.97137 -1.75850
C 1.42636 -0.48325 -2.07055
C 1.75744 0.46649 -0.91809
C 0.53831 1.17775 -0.27182
C 0.81262 1.64124 1.15804
C 0.88935 0.50281 2.20098
I -0.57089 -1.05625 1.92913
C 0.81905 0.90701 3.68172
N -0.02163 2.10601 3.92694
C 0.29137 3.21686 2.99279
C -0.10571 2.82957 1.56224
N 0.27759 3.95132 0.70822
C -1.60820 2.51822 1.49990
C -2.36100 2.91926 0.23295
O -2.31825 1.91031 -0.76294
Si -3.56999 0.77594 -0.80168
C -4.28495 0.36332 0.89484
C -2.78885 -0.80181 -1.47911
C -4.90903 1.32983 -1.98867
H -3.18081 -4.45561 2.50255
H -2.30491 -5.00872 3.96065
H -3.49584 -6.02446 3.18995
H -0.19303 -6.55233 3.35123
H -0.26506 -4.82489 3.17572
H 0.72692 -6.94324 1.33858
H 1.52487 -5.43189 1.79093
H -0.70971 -4.57100 0.30514
H -0.44891 -6.14425 -0.33313
H 1.68133 -5.75193 -1.10836
H 0.65664 -4.48577 -1.70373
H 1.97402 -3.51181 0.73828
H 3.13262 -4.36781 -0.21678
H 3.12895 -2.00539 -0.73881
H 2.98957 -3.11032 -2.05321
H 0.31995 -2.07321 -1.11637
H 0.94642 -2.41392 -2.71777
H 2.30672 -0.49663 -2.70830
H 0.62152 -0.06863 -2.66963
H 2.39811 0.01875 -0.16497
H 2.34671 1.26909 -1.35276
H 0.41784 2.10068 -0.82003
H -0.39323 0.64081 -0.37494
H 1.81335 2.07760 1.11305
H 1.85346 0.04166 2.07121
H 1.81089 1.00644 4.10461
H 0.34706 0.10046 4.21974
H -1.01116 1.84455 3.92681
H 0.17716 2.42835 4.87642
H 1.36993 3.30591 2.99020
H -0.15923 4.14594 3.30737
H -0.29026 4.77220 0.89084
H 1.24711 4.18705 0.89020
H -2.08623 3.07054 2.31493
H -1.82457 1.47216 1.68008
H -2.01026 3.84674 -0.20445
H -3.39709 3.09511 0.52416
H -4.15599 1.12730 1.65863
H -3.81169 -0.53432 1.27867
H -5.34625 0.15442 0.85028
H -1.82816 -0.55233 -1.92496
H -3.41097 -1.28419 -2.22132
H -2.57178 -1.49021 -0.67114
H -4.43566 1.91449 -2.77049
H -5.65832 1.95631 -1.52461
H -5.36890 0.47307 -2.46362
C 7.67330 -2.82464 -1.09881
C 6.45525 -1.93558 -1.04496
O 5.44695 -2.17664 -1.68804
N 6.51783 -0.83414 -0.24544
C 7.62252 -0.38671 0.58415
H 7.46962 -3.64973 -1.77333
H 8.53610 -2.27189 -1.47163
H 7.90064 -3.22679 -0.11080
H 5.67665 -0.27988 -0.26030
H 7.30658 -0.33490 1.62787
H 7.94339 0.60751 0.26955
H 8.46450 -1.06499 0.50858
C -3.43031 4.71005 -3.62427
C -4.70459 5.40707 -4.04202
O -5.50738 4.88307 -4.79219
N -4.92985 6.65481 -3.54515
C -4.09467 7.43187 -2.64985
H -3.39429 3.73460 -4.09843
H -2.55627 5.28155 -3.93892
H -3.41190 4.57420 -2.54103
H -5.79578 7.06203 -3.86212
H -4.64638 7.66581 -1.73708
H -3.80781 8.36915 -3.12922
H -3.19537 6.88559 -2.38621
*
```

=====

No. 2
A cluster of 4 separate species, C27H61BF9N4O7S in total at a distorted geometry, computed with wB97M-V/def2-TZVPD.

## Properties
orbital gap	3.7	eV
E_LUMO	-0.020	Ha
HOMO level	-4.267	eV
largest force on an atom	0.14580	Eh/bohr
molar mass	767.67	g mol⁻¹

ORCA input file:
```
! RIJCOSX wB97M-V def2-TZVPD def2/J DEFGRID3
* xyz -1 1
C 5.26768 4.82454 -0.78469
C 5.43376 4.37128 -2.35132
O 4.69229 5.05040 -3.26586
N 6.31379 3.26301 -2.88544
C 7.69246 3.74558 -3.28505
B 6.35732 2.04919 -1.97543
C 5.09314 1.05651 -2.37619
C 4.63455 0.12346 -1.10775
C 5.77636 -0.93399 -0.58854
C 5.70212 -0.95856 1.05309
C 7.15666 -0.55656 1.77608
F 7.73491 0.70881 1.24116
F 8.10010 -1.63617 1.29042
C 7.14433 -0.68872 3.40081
F 6.37156 -1.92312 3.79363
F 8.57004 -0.96639 3.81645
S 6.58548 0.79643 4.36684
F 7.95095 1.75061 3.97301
F 7.38258 0.14053 5.77762
F 5.19298 -0.13525 4.86986
F 5.60803 1.43321 3.11858
F 6.04534 2.08892 5.36610
H 4.47017 4.08307 -0.29661
H 6.23637 4.73366 -0.13440
H 4.81242 5.90410 -0.66949
H 7.68922 4.86353 -3.63348
H 8.04021 3.06235 -4.19796
H 8.50023 3.64334 -2.43910
H 7.34967 1.44309 -2.25335
H 6.43735 2.29088 -0.82594
H 5.43133 0.39787 -3.29282
H 4.15197 1.70242 -2.72206
H 3.67029 -0.50987 -1.41447
H 4.26883 0.85514 -0.25953
H 6.84843 -0.76450 -1.02578
H 5.43623 -2.01175 -0.96282
H 4.79617 -0.35462 1.47994
H 5.52061 -2.09340 1.37169
C -1.17923 -1.62675 8.03850
O -0.43448 -0.50602 7.58132
C 0.91968 -0.48577 8.05465
C 1.90352 -0.80853 6.91793
N 1.81771 -2.21501 6.51351
C 2.49403 -2.51621 5.24673
C 2.01626 -1.77601 3.97946
O 0.70793 -2.14893 3.53930
C -0.35075 -1.50180 4.23073
H -2.23570 -1.44141 7.82549
H -0.88325 -2.53569 7.51253
H -1.06637 -1.76621 9.11813
H 1.06540 -1.14406 8.91939
H 1.11044 0.53956 8.38932
H 2.92440 -0.59471 7.25440
H 1.67058 -0.13910 6.08620
H 0.84012 -2.47389 6.41511
H 2.36609 -3.59123 5.07587
H 3.57127 -2.34650 5.37708
H 2.69300 -2.06645 3.16700
H 2.10628 -0.68773 4.06264
H -0.09997 -0.47972 4.52240
H -0.63902 -2.09551 5.09909
H -1.22162 -1.46636 3.56606
C -6.50112 -0.95598 -0.98071
O -5.94935 -1.00165 0.32816
C -5.73586 -2.33448 0.81418
C -4.23619 -2.67196 0.85068
N -3.68452 -2.82360 -0.49905
C -2.21817 -2.83942 -0.54836
C -1.46460 -1.60118 -0.01825
O -1.62548 -0.42787 -0.81949
C -2.82816 0.28806 -0.57729
H -6.83783 0.06687 -1.17111
H -5.75152 -1.20990 -1.73174
H -7.36341 -1.62364 -1.07280
H -6.30760 -3.07823 0.24646
H -6.11318 -2.34822 1.84235
H -4.09142 -3.60716 1.40346
H -3.73552 -1.87003 1.39877
H -4.00845 -2.05493 -1.07921
H -1.94561 -2.97280 -1.60153
H -1.86056 -3.73192 -0.01754
H -0.39480 -1.83872 -0.05737
H -1.68080 -1.38953 1.03429
H -3.13968 0.24562 0.46853
H -3.61544 -0.08402 -1.23409
H -2.66056 1.33785 -0.84432
C -8.28688 0.95109 -3.80305
O -6.88469 0.76447 -3.93999
C -6.52751 -0.50731 -4.49964
C -6.01174 -0.34823 -5.93941
N -7.09082 0.01871 -6.86138
C -6.62566 0.48280 -8.17329
C -5.71331 1.72692 -8.21713
O -6.36488 2.94647 -7.85289
C -6.47018 3.16031 -6.45259
H -8.45197 1.82741 -3.17008
H -8.75392 1.14081 -4.77068
H -8.75847 0.08779 -3.32337
H -7.34860 -1.23146 -4.43820
H -5.70685 -0.89156 -3.88438
H -5.56632 -1.29402 -6.26835
H -5.22638 0.41140 -5.92156
H -7.64540 0.76168 -6.44567
H -7.52478 0.70509 -8.75930
H -6.12076 -0.35080 -8.67967
H -5.40546 1.85926 -9.26122
H -4.78515 1.59439 -7.65115
H -5.61374 2.76637 -5.90128
H -7.40231 2.72979 -6.08460
H -6.52659 4.24049 -6.27519
*
```

=====

No. 3
A cluster of 3 separate species, C27H62FN8O9P2 in total at a distorted geometry, computed with wB97M-V/def2-TZVPD.

## Properties
orbital gap	6.0	eV
E_LUMO	-0.121	Ha
HOMO level	-9.261	eV
largest force on an atom	0.16013	Eh/bohr
molar mass	723.79	g mol⁻¹

ORCA input file:
```
! RIJCOSX wB97M-V def2-TZVPD def2/J DEFGRID3
* xyz 1 1
C 4.95195 0.69490 4.90640
C 4.62155 1.15304 3.41525
O 5.49399 0.92973 2.53197
O 3.41159 1.76003 2.96947
C 2.24956 1.22697 3.63780
C 1.93183 -0.31154 3.31240
C 0.55792 -0.53610 2.47529
C 0.46414 -1.97764 1.78743
O -0.64065 -1.94437 0.85114
C -1.83198 -1.75185 1.70185
C -3.08663 -2.05946 0.76377
O -3.07806 -1.26740 -0.46918
O -3.08332 -2.16502 -1.51080
C -1.83403 -0.25173 2.34036
N -3.15053 0.23109 2.78577
C -3.93506 0.94881 1.74284
C -3.50590 2.24050 0.92049
O -5.07470 0.46704 1.48791
C -3.15144 1.13404 3.95653
C -2.48406 2.58134 4.06973
O -3.77506 0.73036 4.98049
N -0.68710 -0.17282 3.29745
C -0.73170 -1.06293 4.50160
C -0.34955 -0.15682 5.80227
F -2.00512 -1.63198 4.79931
H 5.98297 0.17913 4.88045
H 4.93187 1.55381 5.67423
H 4.21954 -0.13308 5.24652
H 2.32640 1.30922 4.78925
H 1.36624 1.91369 3.35191
H 2.00962 -1.01176 4.22302
H 2.76855 -0.66785 2.59587
H 0.62272 0.22898 1.60912
H 1.42828 -2.16082 1.20120
H 0.35798 -2.83885 2.53968
H -1.78570 -2.57906 2.48505
H -3.06256 -3.19399 0.54711
H -4.06485 -1.86675 1.31954
H -3.89902 -2.72813 -1.45000
H -1.52752 0.41328 1.43708
H -2.44112 2.52399 1.27650
H -3.41303 2.07892 -0.21126
H -4.15183 3.16601 1.16018
H -3.35111 3.34330 4.00053
H -1.68395 2.81286 3.29180
H -2.10203 2.67927 5.15556
H -0.46334 0.78941 3.64111
H 0.02356 -1.91718 4.51051
H -0.81058 0.88467 5.76818
H 0.76715 -0.17857 6.03824
H -0.86438 -0.69953 6.68404
O -2.68797 -5.71361 -4.99639
P -1.24326 -5.67520 -4.45890
N -0.95263 -4.12466 -5.14746
C 0.15744 -3.66655 -5.96050
C -1.63797 -3.01089 -4.49636
N -0.75106 -6.95012 -5.54574
C -0.08072 -6.70632 -6.81413
C -1.79379 -7.95612 -5.82755
N 0.37913 -5.67373 -3.75913
C 0.65824 -4.70131 -2.70935
C 1.54988 -6.44052 -4.13420
H 1.12552 -3.73432 -5.45319
H 0.03955 -2.61761 -6.25279
H 0.21210 -4.18950 -6.91053
H -1.13567 -2.71815 -3.56748
H -2.66871 -3.27804 -4.24540
H -1.70388 -2.12915 -5.13911
H -0.71762 -6.14906 -7.51416
H 0.19198 -7.65039 -7.29698
H 0.86352 -6.18082 -6.68661
H -2.52104 -7.59150 -6.55936
H -2.32924 -8.23099 -4.91492
H -1.35613 -8.87545 -6.22670
H 0.98994 -3.74421 -3.11738
H 1.43785 -5.04033 -2.01988
H -0.23431 -4.53220 -2.09927
H 2.12404 -5.93344 -4.91438
H 1.30951 -7.45373 -4.45829
H 2.22784 -6.58432 -3.28470
O -1.21323 4.98096 -0.12105
P 0.23882 5.06262 0.39639
N 0.48430 6.60677 -0.31928
C 1.57325 7.07688 -1.15533
C -0.21707 7.71651 0.32398
N 0.74677 3.78163 -0.68021
C 1.39559 4.02039 -1.96162
C -0.27548 2.75071 -0.93772
N 1.87068 5.11380 1.06982
C 2.14455 6.11060 2.09965
C 3.05221 4.36774 0.68648
H 2.54912 7.03894 -0.66085
H 1.42776 8.11783 -1.46209
H 1.62663 6.54033 -2.09771
H 0.29064 8.03668 1.24062
H -1.23808 7.43023 0.59335
H -0.31088 8.58495 -0.33253
H 0.73787 4.55289 -2.66108
H 1.68264 3.07517 -2.43396
H 2.32932 4.56781 -1.85434
H -1.01743 3.09097 -1.66667
H -0.79654 2.47550 -0.01598
H 0.17642 1.83480 -1.33044
H 2.44702 7.06747 1.67051
H 2.94278 5.80150 2.78110
H 1.25878 6.26935 2.72165
H 3.60064 4.87373 -0.11248
H 2.82976 3.34405 0.38354
H 3.74918 4.25231 1.52409
*
```